This record from the Open Molecules 2025 dataset describes a single C4H7NOS molecule at a distorted geometry. The level of theory is ωB97M-V/def2-TZVPD.

2S+1 = 1
Molecular weight = 117.2 g/mol
Structure (SMILES) = OC[C@H]1CC(=S)N1
E_tot = -684.752975 a.u.
Frontier orbital gap = 9.1 eV
HOMO level = -8.5 eV

XYZ file:
```
14
Properties=species:S:1:pos:R:3:forces:R:3
C -1.8574 -0.2915 -0.1169 1.17 -0.03 0.89
S -3.4605 -0.5299 -0.1309 0.20 -0.41 -0.36
H -0.9843 1.5474 -0.9214 0.03 -0.14 0.41
N -0.6991 -1.0286 0.0632 -0.57 0.30 -0.84
C 1.4768 0.1721 -0.4092 -0.38 -0.49 -1.39
H 2.0479 1.0719 -0.1899 -0.03 0.17 0.16
C -1.0326 0.9819 0.0238 -0.54 1.52 0.16
H 2.2972 -1.0031 0.8144 0.42 -0.35 1.41
H 1.2175 0.1938 -1.4997 0.55 -0.25 0.77
H 0.3097 0.1187 1.3893 0.70 0.19 1.19
C 0.1775 0.1095 0.3351 -0.60 -0.42 -0.15
H -1.3407 1.6363 0.8739 0.08 -0.36 -0.88
H -0.4067 -1.9701 -0.1082 -0.39 -0.53 0.05
O 2.2549 -1.0083 -0.1235 -0.65 0.80 -1.41
```
Forces are in eV/Å.

These are the natural (NBO) partial charges, in e, on atoms 1 to 6: 0.102, -0.090, 0.236, -0.574, -0.081, 0.181